This record from the Open Molecules 2025 dataset describes a 9-piece molecular cluster, C81H171N9O9 overall in a non-equilibrium geometry. The level of theory is wB97M-V/def2-TZVPD.

## Properties
- E (a.u.) = -4358.2817
- SMILES = CC1(C)CCCC(C)(C)N1O.CC1(C)CCCC(C)(C)N1O.CC1(C)CCCC(C)(C)N1O.CC1(C)CCCC(C)(C)N1O.CC1(C)CCCC(C)(C)N1O.CC1(C)CCCC(C)(C)N1O.CC1(C)CCCC(C)(C)N1O.CC1(C)CCCC(C)(C)N1O.CC1(C)CCCC(C)(C)N1O
- max |F| (Eh/bohr) = 0.0545
- spin multiplicity = 1

Each line ends with the Mulliken charge.
Atoms and positions in Å:
C: -5.64 2.81 1.29  -2.002
C: -5.17 3.37 -0.07  1.443
C: -4.29 4.60 0.20  -2.004
C: -4.43 2.35 -0.91  -0.288
C: -4.30 2.63 -2.41  1.882
C: -5.67 2.96 -2.99  -0.920
C: -6.54 3.95 -2.24  1.735
C: -6.05 5.39 -2.70  -1.802
C: -8.00 3.82 -2.71  -1.948
N: -6.38 3.77 -0.80  0.506
O: -7.19 4.74 -0.15  -0.534
H: -6.25 1.93 1.06  0.588
H: -4.75 2.44 1.81  0.142
H: -6.15 3.57 1.88  0.546
H: -3.77 4.92 -0.70  0.306
H: -4.89 5.41 0.62  0.488
H: -3.56 4.35 0.97  0.389
H: -3.41 2.35 -0.51  -0.392
H: -4.84 1.35 -0.76  0.359
H: -3.54 3.39 -2.62  0.658
H: -3.97 1.73 -2.93  -1.876
H: -6.20 2.04 -3.27  0.335
H: -5.47 3.33 -4.00  -0.611
H: -4.99 5.41 -2.44  0.437
H: -6.63 6.12 -2.15  0.420
H: -6.23 5.62 -3.75  0.353
H: -8.03 3.97 -3.79  0.307
H: -8.71 4.47 -2.21  0.433
H: -8.23 2.76 -2.55  0.473
H: -7.97 4.24 0.14  0.338
C: 1.85 -5.61 7.25  -1.713
C: 1.65 -6.54 5.98  1.957
C: 2.38 -7.86 6.02  -1.996
C: 0.12 -6.82 6.02  -2.103
C: -0.83 -5.69 5.55  -0.164
C: -0.33 -5.27 4.16  -1.202
C: 1.12 -4.82 4.09  2.287
C: 1.60 -4.73 2.64  -1.072
C: 1.25 -3.46 4.84  0.453
N: 1.97 -5.79 4.78  0.224
O: 3.36 -5.53 4.65  -0.515
H: 2.08 -6.27 8.10  0.532
H: 2.69 -4.91 7.15  0.267
H: 0.97 -5.06 7.55  0.356
H: 2.48 -8.37 5.07  0.395
H: 3.37 -7.67 6.44  0.387
H: 1.89 -8.52 6.75  0.435
H: -0.22 -7.71 5.48  0.402
H: -0.10 -6.96 7.08  0.592
H: -1.88 -5.96 5.44  0.616
H: -0.85 -4.87 6.27  -0.071
H: -0.91 -4.43 3.76  0.059
H: -0.54 -6.08 3.45  0.494
H: 2.53 -4.18 2.47  -0.600
H: 0.86 -4.14 2.08  -0.049
H: 1.68 -5.67 2.09  0.606
H: 2.27 -3.09 4.76  -0.278
H: 0.90 -3.60 5.86  -0.200
H: 0.65 -2.67 4.39  -0.305
H: 3.50 -4.87 5.34  0.379
C: -1.88 -2.03 0.89  -1.474
C: -0.75 -0.98 0.83  2.477
C: -0.19 -0.88 2.28  -1.105
C: 0.46 -1.55 0.06  -0.110
C: 0.10 -1.60 -1.43  -1.483
C: -0.08 -0.15 -1.92  -0.643
C: -1.25 0.52 -1.19  1.973
C: -1.09 2.05 -1.43  -1.278
C: -2.57 0.02 -1.76  -1.234
N: -1.01 0.31 0.25  1.145
O: -1.86 1.11 1.07  -0.433
H: -2.46 -2.18 -0.02  0.323
H: -1.55 -2.95 1.36  0.263
H: -2.61 -1.56 1.56  0.002
H: -0.87 -0.34 2.95  0.485
H: 0.04 -1.87 2.68  -1.093
H: 0.74 -0.31 2.30  0.336
H: 1.34 -0.92 0.21  -0.565
H: 0.72 -2.56 0.39  0.024
H: 0.90 -2.09 -1.98  0.799
H: -0.79 -2.20 -1.61  0.264
H: -0.25 -0.31 -2.99  0.083
H: 0.85 0.43 -1.84  -0.418
H: -0.17 2.47 -1.02  0.563
H: -1.97 2.60 -1.10  0.011
H: -1.06 2.23 -2.51  -0.254
H: -3.34 0.38 -1.06  0.391
H: -2.65 -1.07 -1.77  0.654
H: -2.78 0.40 -2.75  -0.421
H: -1.23 1.73 1.44  0.276
C: -3.45 -1.50 8.09  -2.091
C: -4.29 -1.88 6.84  2.566
C: -3.84 -3.30 6.45  -1.995
C: -5.74 -1.82 7.28  -1.405
C: -6.81 -1.59 6.21  -0.853
C: -6.32 -0.46 5.28  -1.320
C: -4.93 -0.71 4.70  2.094
C: -5.01 -1.91 3.75  -1.569
C: -4.56 0.53 3.88  -2.307
N: -3.99 -0.85 5.83  -0.228
O: -2.70 -0.91 5.29  0.635
H: -3.87 -1.97 8.99  0.515
H: -2.40 -1.81 8.13  0.044
H: -3.51 -0.42 8.24  0.528
H: -4.43 -3.74 5.64  0.371
H: -2.86 -3.18 5.97  0.204
H: -3.90 -4.04 7.25  0.502
H: -6.01 -2.80 7.68  0.282
H: -5.86 -1.15 8.14  0.499
H: -7.08 -2.47 5.63  0.392
H: -7.70 -1.32 6.78  0.450
H: -6.30 0.41 5.95  0.399
H: -7.05 -0.25 4.51  0.478
H: -4.05 -2.20 3.34  0.010
H: -5.75 -1.68 2.97  0.422
H: -5.52 -2.81 4.12  0.423
H: -3.75 0.29 3.19  0.112
H: -4.19 1.39 4.44  0.423
H: -5.47 0.86 3.37  0.437
H: -2.21 -0.16 5.66  0.153
C: 2.61 1.94 -3.53  -2.366
C: 3.31 3.18 -4.04  1.861
C: 4.62 3.44 -3.27  -1.999
C: 3.58 2.99 -5.54  -0.090
C: 3.96 4.32 -6.16  -1.113
C: 2.77 5.24 -6.03  -0.505
C: 2.35 5.57 -4.61  1.884
C: 3.32 6.54 -3.91  -1.766
C: 0.91 6.16 -4.55  -2.167
N: 2.32 4.27 -3.90  1.287
O: 1.76 4.39 -2.61  -0.627
H: 3.26 1.05 -3.53  0.813
H: 2.28 2.00 -2.49  0.694
H: 1.70 1.56 -3.99  -0.036
H: 4.42 3.48 -2.19  0.444
H: 5.39 2.67 -3.33  0.384
H: 5.04 4.43 -3.46  0.406
H: 4.48 2.36 -5.56  0.668
H: 2.80 2.45 -6.08  -1.023
H: 4.84 4.82 -5.74  0.414
H: 4.18 4.16 -7.22  0.469
H: 1.92 4.73 -6.50  -0.620
H: 2.85 6.16 -6.62  0.598
H: 2.91 7.48 -3.53  0.429
H: 4.06 6.90 -4.64  0.351
H: 3.94 6.08 -3.15  0.316
H: 0.76 6.53 -3.54  0.562
H: 0.05 5.56 -4.86  0.064
H: 0.94 6.99 -5.26  0.534
H: 0.83 4.20 -2.75  0.328
C: 1.64 -1.12 10.44  -1.856
C: 2.19 0.02 9.53  1.402
C: 2.55 1.19 10.46  -1.830
C: 3.46 -0.52 8.83  -1.368
C: 3.11 -1.43 7.68  -0.174
C: 2.57 -0.44 6.63  -0.705
C: 1.26 0.25 7.11  1.724
C: 1.20 1.56 6.33  -2.292
C: 0.13 -0.70 6.67  -1.322
N: 1.20 0.47 8.54  0.912
O: 0.07 1.06 9.11  -0.492
H: 1.43 -2.01 9.87  0.256
H: 2.27 -1.23 11.32  0.474
H: 0.72 -0.69 10.86  0.483
H: 1.80 1.43 11.22  0.343
H: 3.53 1.08 10.93  0.373
H: 2.64 2.15 9.95  0.408
H: 4.08 0.29 8.47  0.428
H: 4.03 -1.07 9.59  0.559
H: 4.00 -1.79 7.17  0.399
H: 2.42 -2.24 7.93  -0.065
H: 2.21 -0.98 5.75  -0.446
H: 3.42 0.21 6.43  0.450
H: 1.39 1.36 5.27  0.260
H: 1.97 2.24 6.70  0.533
H: 0.28 2.08 6.62  0.448
H: 0.21 -1.67 7.17  -0.106
H: 0.15 -0.81 5.59  -0.339
H: -0.83 -0.23 6.87  1.064
H: -0.46 0.31 9.42  0.339
C: -5.17 2.36 -6.42  -2.229
C: -3.72 1.86 -6.43  3.039
C: -3.31 1.16 -5.09  -2.131
C: -3.49 0.83 -7.54  -2.022
C: -2.09 0.68 -8.19  0.204
C: -1.60 2.10 -8.47  -1.545
C: -1.56 2.98 -7.22  1.389
C: -0.48 2.51 -6.24  -0.534
C: -1.07 4.34 -7.77  -1.882
N: -2.93 3.06 -6.73  0.018
O: -3.02 4.00 -5.66  -0.375
H: -5.45 2.47 -7.47  0.536
H: -5.82 1.58 -6.01  0.384
H: -5.41 3.28 -5.90  0.277
H: -4.18 1.09 -4.43  1.233
H: -3.01 0.12 -5.21  0.375
H: -2.59 1.75 -4.52  0.084
H: -3.90 -0.14 -7.24  0.494
H: -4.14 0.98 -8.42  0.432
H: -1.61 0.12 -7.38  -0.378
H: -2.16 0.15 -9.14  0.646
H: -2.26 2.42 -9.29  0.483
H: -0.57 2.14 -8.82  0.383
H: 0.52 2.67 -6.64  0.178
H: -0.58 1.46 -5.97  -0.139
H: -0.53 3.17 -5.37  0.100
H: -1.46 4.54 -8.77  0.384
H: 0.00 4.49 -7.85  0.251
H: -1.49 5.14 -7.15  0.363
H: -3.50 4.74 -6.06  0.350
C: 3.81 0.88 0.92  -2.568
C: 4.99 0.02 1.38  2.424
C: 6.34 0.77 1.26  -2.085
C: 4.65 -0.17 2.86  -0.844
C: 5.45 -1.25 3.58  -0.463
C: 5.33 -2.55 2.73  0.111
C: 5.62 -2.43 1.20  1.487
C: 7.18 -2.39 1.11  -1.958
C: 5.01 -3.61 0.43  -2.078
N: 4.93 -1.24 0.69  1.147
O: 5.10 -1.07 -0.70  -0.489
H: 3.84 1.14 -0.14  0.666
H: 2.84 0.39 1.02  0.240
H: 3.65 1.76 1.55  0.517
H: 6.88 0.58 0.33  0.320
H: 6.16 1.85 1.19  0.573
H: 6.97 0.68 2.14  0.321
H: 4.73 0.76 3.43  0.525
H: 3.59 -0.42 2.96  -0.548
H: 6.52 -1.06 3.66  0.471
H: 4.95 -1.56 4.50  -0.034
H: 4.27 -2.83 2.78  -1.208
H: 5.94 -3.35 3.13  0.723
H: 7.58 -3.39 1.20  0.479
H: 7.70 -1.72 1.79  0.289
H: 7.45 -2.09 0.09  0.365
H: 5.19 -3.57 -0.65  0.603
H: 3.94 -3.74 0.57  0.242
H: 5.62 -4.49 0.62  0.451
H: 4.47 -1.69 -1.09  0.308
C: 4.31 -3.82 -7.38  -2.085
C: 3.08 -2.94 -7.75  1.782
C: 2.23 -3.70 -8.76  -1.795
C: 2.41 -2.80 -6.35  -1.718
C: 1.32 -1.70 -6.24  -0.334
C: 1.85 -0.40 -6.85  0.165
C: 2.58 -0.54 -8.22  1.678
C: 1.45 -0.66 -9.27  -1.939
C: 3.27 0.82 -8.39  -1.858
N: 3.53 -1.63 -8.17  0.656
O: 4.52 -1.58 -9.20  -0.517
H: 4.02 -4.70 -6.80  0.422
H: 4.88 -4.15 -8.24  0.444
H: 4.87 -3.21 -6.66  0.491
H: 2.07 -3.16 -9.70  0.351
H: 2.71 -4.62 -9.11  0.449
H: 1.23 -4.05 -8.48  0.321
H: 1.89 -3.75 -6.21  0.547
H: 3.09 -2.59 -5.53  0.379
H: 0.47 -2.01 -6.85  0.283
H: 1.10 -1.59 -5.18  0.044
H: 2.52 0.12 -6.16  0.457
H: 0.98 0.23 -7.00  -0.882
H: 0.95 0.30 -9.46  0.279
H: 0.65 -1.38 -9.10  0.287
H: 1.99 -0.93 -10.18  0.534
H: 4.08 0.92 -7.68  0.355
H: 2.58 1.66 -8.39  0.181
H: 3.74 0.79 -9.38  0.609
H: 5.30 -1.52 -8.65  0.340